C26H42F6O16Pb as an isolated structure at a distorted geometry. Source: the OMol25 dataset; level of theory: ωB97M-V with the def2-TZVPD basis set.

Geometry as XYZ:
```
91
Properties=species:S:1:pos:R:3:forces:R:3
Pb 0.31085 0.24226 -0.13862 -0.43 -0.24 -0.10
C 1.40886 1.19375 3.03329 -0.32 -0.93 0.88
O 0.20159 0.42826 3.31453 -0.57 0.46 -0.05
O 1.68013 1.03425 1.77629 0.53 0.30 -1.31
C 1.22593 2.66232 3.44630 0.62 0.39 -0.81
F 1.07802 2.82133 4.77103 -0.25 0.17 0.11
F 2.36365 3.34728 3.11188 -0.41 -0.18 0.20
F 0.21572 3.28428 2.81413 -0.01 -0.15 0.30
C -0.11754 0.05509 4.64150 0.86 -0.16 0.09
C 0.61786 -1.21475 5.03141 -0.22 -0.18 0.54
H 0.27889 -1.53378 6.02422 0.04 -0.01 -0.06
H 0.38973 -2.01905 4.33259 0.05 0.06 -0.07
H 1.69601 -1.06586 5.10437 0.02 0.00 -0.16
H -1.18645 -0.13598 4.72729 -0.14 0.19 -0.31
H 0.14720 0.85808 5.32468 -0.16 0.06 0.23
H 2.21411 0.82184 3.71174 -0.08 0.04 0.20
C -1.44028 -1.20327 -2.90614 0.42 1.69 -0.34
O -2.64192 -0.85128 -2.20963 -0.03 -0.29 0.23
O -0.37316 -0.91166 -2.19993 0.64 -0.46 0.83
C -1.51212 -2.66899 -3.33331 -0.75 -0.16 0.08
F -2.47123 -2.82820 -4.28462 0.16 -0.18 -0.05
F -0.36901 -3.12602 -3.84413 0.16 -0.03 -0.17
F -1.85626 -3.50168 -2.32150 0.22 0.04 -0.18
C -3.81016 -0.56958 -2.97333 0.65 0.32 0.73
C -4.73228 0.17371 -2.02607 -0.10 0.23 0.16
H -5.08393 -0.48696 -1.23173 -0.22 0.01 -0.11
H -4.19558 0.98375 -1.52610 0.24 -0.10 -0.11
H -5.56790 0.65790 -2.53649 -0.13 -0.36 -0.03
H -4.21395 -1.52411 -3.30671 -0.40 0.23 -0.42
H -3.53424 0.09768 -3.79852 -0.12 -0.30 -0.27
H -1.41404 -0.57612 -3.83292 -0.50 -0.50 -0.34
C 2.74379 -2.03154 2.54740 0.14 -0.38 0.90
O 3.15771 -2.50897 1.27361 0.33 -0.12 -0.47
C 2.20140 -2.63101 0.35913 0.46 -0.03 0.07
O 1.06084 -2.26912 0.52410 -0.51 0.08 -0.04
O 2.68723 -3.20527 -0.72087 -0.08 -0.23 0.10
C 1.74055 -3.38752 -1.80237 0.54 0.51 -0.30
H 3.65479 -1.96600 3.14417 0.07 0.20 -0.19
H 2.14007 -2.79537 3.04520 -0.23 0.20 -0.21
H 2.23638 -1.07032 2.51191 -0.07 -0.10 -0.27
H 0.90273 -4.00976 -1.50650 -0.03 0.01 0.12
H 2.32362 -3.85057 -2.59367 -0.06 -0.19 0.08
H 1.40450 -2.41257 -2.15320 -0.27 -0.09 0.16
C -3.05819 1.26648 2.58667 0.75 -0.94 -0.11
O -2.91011 2.57266 2.04809 -0.31 0.11 0.01
C -2.29071 2.65261 0.88529 0.31 0.52 -0.25
O -1.70238 1.76675 0.30349 -0.49 0.15 0.12
O -2.41377 3.89996 0.45142 -0.35 0.05 0.26
C -1.95977 4.22910 -0.85507 0.79 0.00 -0.33
H -3.22194 1.34503 3.65384 -0.25 0.27 0.03
H -2.14355 0.69626 2.42834 0.06 0.06 0.09
H -3.85678 0.71574 2.08505 -0.19 0.26 0.07
H -0.87163 4.25722 -0.91584 -0.02 -0.12 0.27
H -2.31802 5.23437 -1.05321 -0.28 -0.10 -0.03
H -2.27866 3.50627 -1.60493 -0.27 0.04 0.12
O 0.09911 2.21043 -2.11380 -0.04 0.22 0.48
C 0.41984 2.70193 -3.15474 0.09 -0.51 -0.38
O 0.14632 3.97859 -3.46279 -0.19 0.16 -0.21
C 0.68551 4.33923 -4.77054 0.47 -0.16 1.22
C 1.02190 3.01257 -5.43270 -0.74 -0.70 -0.97
C 1.14198 2.01671 -4.28931 0.55 0.34 0.37
H 1.57247 4.92617 -4.52687 0.01 0.14 -0.37
H -0.06783 4.95889 -5.24114 0.04 -0.05 -0.28
H 1.87617 3.01926 -6.10591 0.16 0.29 0.21
H 0.18182 2.69823 -6.06125 -0.01 0.13 0.05
H 2.17876 1.87280 -3.96762 -0.03 0.07 0.04
H 0.74618 1.01521 -4.43603 -0.19 0.07 -0.13
O -1.43674 -1.14530 1.10847 0.24 0.14 0.12
C -2.12512 -2.09608 1.33743 -0.98 0.65 -0.06
O -2.20196 -2.61711 2.57279 0.37 -0.34 -0.06
C -3.14255 -3.70060 2.63644 -0.71 0.29 -0.12
C -3.85138 -3.76989 1.26533 0.08 0.32 0.04
C -3.05095 -2.80466 0.39301 0.67 -1.17 0.12
H -3.86866 -3.38764 3.38512 0.10 -0.34 0.24
H -2.65094 -4.61886 2.94485 0.20 0.05 -0.03
H -4.87528 -3.42736 1.40292 -0.06 -0.04 -0.17
H -3.87342 -4.75038 0.79907 -0.03 -0.18 0.31
H -3.63976 -2.19712 -0.28092 0.27 0.41 0.07
H -2.33670 -3.37571 -0.21467 -0.33 0.16 -0.17
O 2.73689 0.22249 -0.89310 0.00 -0.28 -1.04
C 3.89194 0.33437 -0.58574 0.10 0.54 0.95
O 4.74457 -0.68501 -0.60714 0.43 -0.34 -0.58
C 5.78942 -0.47385 0.34542 0.43 -1.41 1.88
C 5.69796 0.96727 0.86784 -0.40 0.00 -0.99
C 4.55078 1.53607 0.01269 0.01 0.93 0.79
H 6.76755 -0.91365 0.12456 -0.08 0.78 -1.38
H 5.56473 -1.19281 1.15355 -0.49 0.51 0.06
H 6.55553 1.60518 0.67999 0.40 -0.38 0.37
H 5.43416 0.91164 1.91849 0.08 0.41 0.07
H 4.91672 2.23441 -0.74358 0.09 -0.38 -0.30
H 3.86435 2.14575 0.60236 -0.33 -0.43 -0.03
```
Positions in Å, forces in eV/Å.

Spin multiplicity ... 1
Net charge ... 0
E_tot ... -3011.867331 hartree


C26H43BF4OPtSSi2 as an isolated structure at a distorted geometry. Source: the OMol25 dataset; level of theory: ωB97M-V with the def2-TZVPD basis set.

Geometry as XYZ:
```
79
Properties=species:S:1:pos:R:3:forces:R:3
Pt 0.35938 1.33707 0.02193 3.21 -0.53 0.07
F 2.47208 0.68077 -1.43437 -0.41 0.25 -0.25
B 3.59888 0.52047 -0.57587 -0.09 -0.46 -0.24
F 4.24448 -0.65853 -0.85337 0.54 -0.54 -0.35
F 4.42468 1.58497 -0.69607 0.57 1.05 -0.03
F 3.05208 0.41257 0.71093 -0.36 0.80 0.96
C 2.03468 4.92657 1.79243 -0.27 -0.02 -0.68
C 2.24228 3.39547 1.71023 -0.09 -0.63 0.80
C 3.76528 3.15567 1.81553 -0.06 -0.09 -0.33
C 1.53288 2.70817 2.88623 0.00 0.02 -0.16
C 1.71358 2.91307 0.41533 -3.26 -1.35 -0.13
H 2.34338 5.28947 2.77203 0.04 -0.21 0.04
H 0.99568 5.19187 1.62903 -0.18 0.12 0.06
H 2.63448 5.42187 1.03273 0.07 0.14 -0.04
H 4.14208 3.62677 2.72073 -0.08 0.11 0.09
H 4.27008 3.58357 0.95313 0.15 0.03 -0.03
H 3.99268 2.09697 1.84393 0.02 -0.05 0.03
H 1.99948 3.00507 3.82403 0.05 0.03 0.06
H 1.60358 1.62317 2.78673 0.00 0.06 0.04
H 0.48188 2.98987 2.92083 -0.09 -0.05 0.01
H 2.30148 3.18337 -0.45697 0.12 -0.14 -0.29
C -2.40872 -1.64333 -0.35057 0.16 0.53 -0.56
Si -2.58642 0.04007 -1.24287 0.41 -0.81 -0.23
C -1.69802 0.34927 -2.90737 -0.19 -0.44 0.61
C -4.47552 0.11507 -1.58257 0.68 0.53 0.30
C -1.79682 1.32357 -0.08947 0.68 2.19 0.32
Si -2.09532 3.15067 -0.57807 -0.30 0.16 0.35
C -1.84332 4.18157 1.01083 0.01 -0.33 -0.67
C -0.92592 3.75767 -1.96967 -0.29 -0.44 0.47
C -3.89752 3.47017 -1.14047 0.73 -0.12 0.21
H -2.51852 -2.47803 -1.03567 -0.06 -0.21 -0.16
H -3.17672 -1.74053 0.41173 -0.25 0.12 0.11
H -1.44442 -1.72523 0.13543 0.14 0.00 0.01
H -1.76932 -0.47753 -3.60577 -0.05 -0.18 -0.16
H -0.64482 0.56647 -2.73867 0.15 -0.02 0.00
H -2.12922 1.21897 -3.39147 -0.18 0.24 -0.05
H -4.80412 -0.81633 -2.03417 0.18 -0.29 -0.04
H -4.75902 0.91327 -2.25577 -0.02 0.24 -0.16
H -5.04552 0.24597 -0.66927 -0.11 0.00 0.26
H -2.09062 1.15667 0.94913 -0.19 0.12 0.08
H -0.87652 3.96567 1.45053 0.19 -0.01 0.04
H -2.59502 3.96677 1.76193 -0.26 -0.11 0.09
H -1.89342 5.24047 0.77993 0.00 0.28 -0.02
H -0.02482 3.14467 -2.01797 -0.06 0.05 -0.07
H -0.61992 4.78077 -1.77787 0.04 0.27 0.10
H -1.40452 3.73807 -2.94277 -0.15 -0.03 -0.20
H -4.59412 2.97367 -0.47467 -0.20 -0.09 0.17
H -4.08662 3.11597 -2.14637 -0.01 -0.11 -0.26
H -4.11312 4.53407 -1.12397 -0.01 0.24 0.02
O 0.63278 -1.03093 0.04583 -1.32 1.13 -0.15
S 1.86008 -1.86853 0.18773 0.11 -2.14 -0.17
C 2.29418 -2.44313 -1.52047 -0.01 0.21 0.39
C 1.28228 -3.29143 -2.19307 -0.14 -0.10 -0.18
C 0.07158 -2.72883 -2.58537 0.09 -0.06 0.00
C -0.86782 -3.48553 -3.26017 -0.04 -0.02 0.00
C -0.60192 -4.81143 -3.56047 -0.07 -0.06 0.00
C 0.60018 -5.37733 -3.17127 -0.01 -0.15 0.02
C 1.53628 -4.62713 -2.48347 -0.01 0.16 0.01
C 1.18348 -3.51693 0.75953 0.31 0.78 -0.36
C 0.60598 -3.41563 2.12493 -0.07 0.12 0.29
C -0.75852 -3.58573 2.33483 0.16 -0.01 -0.10
C -1.28332 -3.53543 3.61413 -0.05 -0.03 0.08
C -0.45122 -3.31363 4.69763 -0.01 0.02 0.04
C 0.90458 -3.11133 4.49333 0.03 0.02 0.09
C 1.42968 -3.15623 3.21623 -0.08 -0.02 -0.05
H 3.25558 -2.93823 -1.39867 0.08 0.01 -0.03
H 2.44568 -1.52113 -2.07727 0.11 0.03 0.17
H -0.11622 -1.69473 -2.35107 -0.05 0.15 -0.01
H -1.80622 -3.04073 -3.55747 -0.09 0.05 -0.04
H -1.32852 -5.40443 -4.09437 -0.08 -0.05 -0.07
H 0.81288 -6.40963 -3.40047 0.00 -0.14 -0.06
H 2.47808 -5.07083 -2.19107 0.08 -0.03 0.04
H 2.05488 -4.17033 0.74023 0.04 -0.15 -0.09
H 0.44188 -3.84283 0.03543 0.03 -0.03 -0.08
H -1.40932 -3.76753 1.49253 -0.05 -0.02 -0.11
H -2.34262 -3.68013 3.76573 -0.09 -0.02 0.01
H -0.85312 -3.30163 5.69963 -0.05 0.04 0.08
H 1.55568 -2.92563 5.33393 0.06 0.02 0.09
H 2.48578 -2.99023 3.06023 0.15 -0.02 -0.02
```
Positions in Å, forces in eV/Å.

Spin multiplicity ... 1
Net charge ... 0
E_tot ... -2612.681296 hartree